{
  "formula": "C52H38BaBrN7O2PS",
  "method": "ωB97M-V with the def2-TZVPD basis set",
  "symbols": ["Ba", "N", "C", "C", "C", "C", "C", "C", "P", "C", "C", "C", "C", "C", "C", "C", "C", "C", "C", "C", "C", "H", "H", "H", "H", "H", "H", "H", "H", "H", "H", "H", "H", "H", "H", "H", "H", "S", "N", "C", "C", "C", "C", "C", "N", "C", "C", "N", "C", "C", "C", "C", "C", "N", "H", "H", "H", "H", "H", "H", "C", "O", "C", "C", "C", "Br", "C", "C", "C", "O", "C", "N", "C", "C", "C", "C", "C", "C", "N", "H", "H", "H", "H", "H", "H", "H", "H", "H", "H", "H", "C", "C", "C", "C", "C", "C", "C", "C", "H", "H", "H", "H", "H"],
  "xyz": [[-0.5184, 1.3968, 0.8887], [-3.5347, 0.5604, 0.3308], [-3.8427, -0.7992, -0.0094], [-4.6751, -1.5316, 0.8317], [-4.9990, -2.8436, 0.5290], [-4.5070, -3.4357, -0.6278], [-3.6696, -2.7063, -1.4564], [-3.3059, -1.3920, -1.1586], [-2.1306, -0.4355, -2.1953], [-0.5413, -1.3258, -1.9474], [-0.3499, -2.4170, -1.1113], [0.9124, -2.9925, -0.9742], [1.9942, -2.4868, -1.6747], [1.8169, -1.3964, -2.5317], [0.5580, -0.8204, -2.6580], [-2.5468, -0.9631, -3.9069], [-2.0364, -2.1019, -4.5291], [-2.4384, -2.4400, -5.8173], [-3.3514, -1.6459, -6.5004], [-3.8591, -0.5042, -5.8962], [-3.4521, -0.1652, -4.6107], [-4.1601, 0.9019, 1.0442], [-3.6079, 1.1518, -0.4865], [-5.0732, -1.0665, 1.7306], [-5.6516, -3.4000, 1.1924], [-4.7761, -4.4549, -0.8824], [-3.2804, -3.1685, -2.3557], [-1.1779, -2.8120, -0.5373], [1.0450, -3.8289, -0.2947], [2.9780, -2.9336, -1.5639], [2.6564, -1.0068, -3.1000], [0.4233, 0.0286, -3.3251], [-1.3158, -2.7270, -4.0163], [-2.0331, -3.3280, -6.2893], [-3.6617, -1.9145, -7.5037], [-4.5649, 0.1253, -6.4270], [-3.8438, 0.7343, -4.1451], [-0.7973, 6.3097, 7.3452], [-1.5362, 6.4197, 5.9213], [-1.1024, 5.3897, 5.2226], [-1.5011, 5.0744, 3.8557], [-2.4085, 5.8454, 3.1275], [-2.7305, 5.4785, 1.8395], [-2.1331, 4.3356, 1.3157], [-1.2692, 3.5874, 1.9971], [-0.9417, 3.9488, 3.2556], [0.0323, 3.0919, 3.9773], [0.5258, 2.0188, 3.3171], [1.3789, 1.2172, 3.9505], [1.7993, 1.4460, 5.2610], [1.3088, 2.5411, 5.9294], [0.4023, 3.3859, 5.2839], [-0.1775, 4.5666, 5.9173], [0.0839, 4.9794, 7.1414], [-2.8438, 6.7236, 3.5934], [-3.4274, 6.0547, 1.2438], [-2.3610, 4.0118, 0.2964], [1.7151, 0.3445, 3.3949], [2.4939, 0.7628, 5.7323], [1.6020, 2.7652, 6.9499], [-1.2434, 3.5722, -2.3841], [-0.2506, 2.8496, -1.6503], [1.0114, 2.8077, -2.1992], [1.4380, 3.6444, -3.2110], [2.7147, 3.4664, -3.7312], [3.2860, 4.5993, -5.1243], [3.5566, 2.4855, -3.2613], [3.1309, 1.6625, -2.2171], [1.8660, 1.8377, -1.6926], [1.3815, 1.0433, -0.6594], [4.0132, 0.5651, -1.7577], [4.8657, -0.0403, -2.5288], [5.4470, -1.0223, -1.7252], [6.4235, -1.9687, -2.0419], [6.8291, -2.8337, -1.0453], [6.2811, -2.7705, 0.2507], [5.3108, -1.8450, 0.5783], [4.9091, -0.9829, -0.4410], [3.9830, 0.0441, -0.4860], [-1.1863, 3.3325, -3.4450], [-1.1327, 4.6474, -2.2401], [-2.2085, 3.2411, -2.0097], [0.8011, 4.4246, -3.6025], [4.5393, 2.3263, -3.6846], [1.6364, 0.1099, -0.8110], [6.8415, -2.0136, -3.0422], [7.5855, -3.5789, -1.2595], [6.6313, -3.4625, 1.0071], [4.8854, -1.7974, 1.5747], [3.4684, 0.4079, 0.2915], [-0.0031, -0.9349, 1.5428], [-0.0837, -2.0597, 2.0485], [-0.2230, -3.3902, 2.5950], [0.8342, -4.0178, 3.2632], [0.6864, -5.3005, 3.7728], [-0.5153, -5.9817, 3.6214], [-1.5712, -5.3737, 2.9517], [-1.4288, -4.0893, 2.4412], [1.7731, -3.4889, 3.3729], [1.5143, -5.7726, 4.2898], [-0.6286, -6.9827, 4.0220], [-2.5110, -5.9024, 2.8276], [-2.2506, -3.6111, 1.9161]],
  "mulliken_charge": [1.833, -0.191, 0.646, -0.721, -0.729, -0.837, -0.263, 0.194, 0.769, 1.332, -0.147, -0.991, -0.297, -1.068, -1.740, 0.605, -0.257, -0.831, -0.496, -0.631, -0.586, 0.228, 0.155, 0.349, 0.422, 0.431, 0.401, 0.321, 0.451, 0.477, 0.707, 0.612, 0.372, 0.409, 0.391, 0.401, 0.301, 0.166, -0.631, 0.890, 0.424, -0.492, -1.082, -0.037, -0.152, -0.571, -0.487, 0.269, -0.355, -1.051, -0.556, 0.450, 0.891, -0.637, 0.542, 0.469, 0.357, 0.572, 0.443, 0.545, -1.354, 0.537, -0.137, -0.478, -0.373, -0.180, -0.758, 0.701, 0.510, 0.028, -0.127, -0.716, 0.973, -0.851, -0.547, -0.497, -1.092, 0.454, 0.268, 0.631, 0.357, 0.287, 0.579, 0.632, -0.543, 0.466, 0.411, 0.406, 0.448, -0.022, -0.762, -0.559, 0.331, -0.310, -0.619, -0.386, -0.597, -0.132, 0.484, 0.387, 0.389, 0.398, 0.374],
  "total_charge": 1,
  "spin_multiplicity": 1,
  "lumo_ev": -3.19
}

{
  "formula": "C52H38N5OP2S5Ta",
  "method": "ωB97M-V with the def2-TZVPD basis set",
  "symbols": ["Ta", "C", "S", "C", "S", "N", "N", "C", "C", "C", "C", "C", "C", "N", "H", "H", "H", "H", "H", "H", "H", "H", "O", "S", "C", "C", "C", "C", "C", "C", "P", "C", "C", "C", "C", "C", "C", "C", "C", "C", "C", "C", "C", "C", "C", "C", "C", "C", "C", "P", "C", "C", "C", "C", "C", "C", "C", "C", "C", "C", "C", "C", "H", "H", "H", "H", "H", "H", "H", "H", "H", "H", "H", "H", "H", "H", "H", "H", "H", "H", "H", "H", "H", "H", "H", "H", "H", "H", "H", "H", "S", "C", "C", "C", "C", "N", "C", "C", "C", "S", "C", "N", "H", "H"],
  "xyz": [[-0.6238, 0.1650, -1.1259], [-1.0582, 2.0636, -6.8215], [-0.2684, 2.8872, -5.4136], [-0.2983, 1.6761, -4.2003], [0.1382, 2.1689, -2.5973], [-0.6876, 0.4706, -4.4792], [-0.9146, -0.3812, -3.5068], [-1.2643, -1.5894, -3.8128], [-1.8543, -2.4314, -2.8167], [-2.3249, -3.7104, -3.1350], [-3.0513, -4.4142, -2.1935], [-3.3165, -3.8158, -0.9680], [-2.7836, -2.5618, -0.7172], [-2.0548, -1.8926, -1.5975], [-1.1682, 2.8307, -7.5825], [-2.0329, 1.6940, -6.5241], [-0.4302, 1.2554, -7.1788], [-1.2499, -1.9184, -4.8495], [-2.0948, -4.1306, -4.1006], [-3.4190, -5.4045, -2.4114], [-3.9111, -4.3052, -0.2142], [-2.9493, -2.0626, 0.2270], [0.5623, -2.9617, -1.7902], [0.5079, -2.2373, -0.5255], [2.1968, -2.2609, 0.1237], [2.8099, -3.4094, 0.5938], [4.1381, -3.3457, 0.9872], [4.8539, -2.1626, 0.8601], [4.2437, -1.0291, 0.3552], [2.8950, -1.0663, 0.0043], [2.0745, 0.4409, -0.6309], [3.0921, 0.7191, -2.1093], [2.7754, -0.0470, -3.2310], [3.5923, 0.0009, -4.3445], [4.7300, 0.7954, -4.3375], [5.0391, 1.5632, -3.2264], [4.2196, 1.5352, -2.1103], [2.5330, 1.6899, 0.5945], [2.5173, 3.0397, 0.2400], [2.8127, 3.9951, 1.1940], [3.1102, 3.6143, 2.4946], [3.0902, 2.2771, 2.8536], [2.7843, 1.3140, 1.9119], [-0.3647, -3.2547, 0.6805], [-0.5700, -4.6059, 0.4728], [-1.3105, -5.3157, 1.4043], [-1.8118, -4.6790, 2.5325], [-1.6048, -3.3234, 2.7287], [-0.9009, -2.5875, 1.7775], [-0.5417, -0.7893, 1.9375], [-2.1074, 0.0051, 2.4392], [-3.3694, -0.5528, 2.2856], [-4.4998, 0.2028, 2.5421], [-4.3802, 1.5181, 2.9560], [-3.1233, 2.0664, 3.1660], [-1.9916, 1.3177, 2.9080], [0.2859, -0.9897, 3.5739], [-0.3853, -0.7642, 4.7718], [0.2260, -1.0805, 5.9724], [1.5062, -1.6069, 5.9951], [2.1765, -1.8293, 4.8028], [1.5673, -1.5323, 3.5978], [2.2602, -4.3354, 0.6602], [4.6176, -4.2234, 1.3901], [5.8941, -2.1253, 1.1455], [4.8032, -0.1141, 0.2247], [1.9002, -0.6916, -3.2150], [3.3547, -0.5977, -5.2097], [5.3784, 0.8202, -5.1997], [5.9316, 2.1706, -3.2245], [4.4573, 2.1417, -1.2484], [2.2755, 3.3300, -0.7742], [2.8017, 5.0400, 0.9276], [3.3474, 4.3626, 3.2327], [3.3032, 1.9789, 3.8682], [2.7597, 0.2743, 2.1989], [-0.1590, -5.0761, -0.4090], [-1.4874, -6.3689, 1.2518], [-2.3722, -5.2437, 3.2625], [-1.9827, -2.8371, 3.6166], [-3.4885, -1.5857, 1.9962], [-5.4709, -0.2443, 2.4074], [-5.2631, 2.1112, 3.1350], [-3.0241, 3.0811, 3.5219], [-1.0120, 1.7412, 3.0905], [-1.3853, -0.3585, 4.7763], [-0.3077, -0.9193, 6.8958], [1.9771, -1.8498, 6.9344], [3.1721, -2.2440, 4.8077], [2.0775, -1.7490, 2.6684], [-2.9605, 0.9319, -1.2821], [-2.8436, 2.6512, -0.9936], [-3.8179, 3.4956, -1.5143], [-3.6893, 4.8723, -1.3928], [-4.6415, 5.7341, -1.9927], [-5.4048, 6.4234, -2.4938], [-2.5906, 5.4141, -0.6959], [-1.6474, 4.5679, -0.1283], [-1.7545, 3.1914, -0.2879], [-0.5410, 2.1388, 0.3901], [-2.4438, 6.8208, -0.5997], [-2.3243, 7.9565, -0.5316], [-4.6534, 3.0766, -2.0529], [-0.8112, 4.9768, 0.4159]],
  "mulliken_charge": [2.112, -0.819, 0.062, 0.510, -0.246, -1.472, 0.665, -0.962, 0.971, -0.988, -0.745, -1.005, -1.010, 0.509, 0.368, 0.276, 0.276, 0.474, 0.545, 0.504, 0.589, 1.147, -0.790, 1.695, 0.303, -0.426, -1.014, -0.891, -0.156, -0.595, 1.865, 1.167, -0.610, -0.782, -0.754, -0.789, -0.655, 0.040, -0.443, -0.797, -0.976, -0.673, -0.477, -0.484, -0.449, -1.041, -1.064, -0.203, -0.402, 2.305, 1.547, -0.996, -0.888, -0.812, -0.799, -0.974, 0.741, -0.792, -0.757, -0.806, -1.086, 0.076, 0.575, 0.496, 0.480, 0.584, 0.355, 0.508, 0.441, 0.490, 0.444, 0.583, 0.566, 0.448, 0.534, 0.165, 0.691, 0.517, 0.488, 0.647, 0.259, 0.486, 0.462, 0.529, 0.756, 0.444, 0.486, 0.450, 0.520, -0.090, -0.516, 1.053, -1.045, 0.580, -0.414, -0.441, 0.553, -1.047, 0.015, 0.395, -0.473, -0.433, 0.624, 0.716],
  "total_charge": 2,
  "spin_multiplicity": 1,
  "lumo_ev": -7.03
}